# 1
A structure of composition C27H23AsCaCl2N4O2S3. Source: the OMol25 dataset; level of theory: ωB97M-V/def2-TZVPD.

Structure (ORCA input):
```
! RIJCOSX wB97M-V def2-TZVPD def2/J DEFGRID3
* xyz -2 1
As -1.24094 -2.99961 0.00785
Ca -0.08074 0.50493 -0.33549
Cl 3.64978 -1.08900 -6.04795
Cl 1.00573 -2.87561 -6.35848
S -0.81865 1.05083 2.38779
S 1.68665 -1.22616 0.97170
S 2.52843 0.55039 1.58101
O 2.96087 2.61450 -2.81839
O -2.51900 -1.77223 -3.01377
N 1.35673 1.13569 -1.98160
N -0.88231 -0.26868 -2.29089
N 0.79887 3.06021 -0.09001
N -2.57652 0.73545 -0.47514
C 2.56458 1.63752 5.43963
C 0.08737 -1.49831 -4.22129
C 1.88760 0.98266 3.18766
C -3.01873 -0.25770 -1.25806
C 0.52522 1.21687 3.49429
C 3.08577 3.74684 -0.24245
C 2.86934 1.18879 4.16412
C -2.07100 -0.85396 -2.30315
C -4.72211 0.83751 0.56989
C 1.98271 3.04551 -0.71374
C 0.24547 1.64155 4.81122
C -2.62389 -4.30208 -0.51108
C -5.17319 -0.19867 -0.23517
C 1.75019 4.46441 1.59784
C 0.20193 -3.78337 -1.05686
C 1.33273 0.23495 -3.04860
C 1.22850 1.85790 5.76080
C 0.14810 -0.55571 -3.19466
C -4.31026 -0.75608 -1.16045
C -3.41330 1.26223 0.42145
C -0.76173 -3.83769 1.71478
C 2.29245 -0.90286 -4.95969
C 1.15292 -1.67341 -5.09458
C 2.14329 2.21060 -1.97611
C 0.69413 3.77054 1.03720
C 2.97390 4.44587 0.94154
C 2.37801 0.04655 -3.95115
H -0.65950 -4.92018 1.60583
H -0.26802 3.73740 1.53135
H -6.18681 -0.57122 -0.13538
H -1.52595 -3.61329 2.46004
H -0.80769 -2.09011 -4.33353
H -5.35823 1.29424 1.31602
H 3.34976 1.79404 6.17051
H 0.95164 2.19631 6.75481
H 1.61940 4.97956 2.54057
H -4.59271 -1.56887 -1.81404
H 1.14932 -3.34701 -0.73868
H -0.79605 1.81679 5.05689
H 3.26245 0.65729 -3.86133
H 0.17956 -3.40041 2.05018
H 4.00802 3.69447 -0.80368
H -2.23205 -5.31828 -0.43066
H 3.89875 0.98421 3.89098
H 0.22547 -4.86660 -0.91738
H 0.04735 -3.54900 -2.11161
H 3.83170 4.95921 1.36106
H -2.92017 -4.09390 -1.54090
H -3.49494 -4.19889 0.13787
H -3.00016 2.03311 1.06110
*
```

Energy relative to the best compared isomer or geometry (same formula, charge and spin) ... 11.8 kcal per mole
E ... -6440.8104 hartree
Maximum force ... 0.0400 hartree/bohr
Gap between HOMO and LUMO ... 6.0 eV

These are the natural (NBO) partial charges, in e, on atoms 1 to 2: number 1, As, carries 0.914; number 2, Ca, carries 1.707

# 2
A cluster of 3 separate species, C22H38N4O5S2 in total. Source: the OMol25 dataset; level of theory: ωB97M-V/def2-TZVPD.

Structure (ORCA input):
```
! RIJCOSX wB97M-V def2-TZVPD def2/J DEFGRID3
* xyz 0 1
S 3.04673 1.14596 0.29191
S -3.50328 0.61911 -1.65279
O -0.03232 0.95392 6.10406
O 4.27290 0.28739 0.12414
O 3.69235 1.82921 4.67166
O 2.85256 -1.12636 -2.19556
O 3.36371 2.53240 -0.27471
N -2.48264 1.43943 -0.54889
N -2.42060 -0.39460 -2.53392
N 3.44594 3.96422 5.48026
N -1.25502 -0.29003 4.61209
C 2.50582 1.36472 2.06359
C 0.19178 1.20086 -0.22578
C -0.68562 0.85790 5.08090
C -5.94087 -0.85817 -3.69600
C 1.55789 0.55170 -0.65423
C -1.18799 0.86349 -0.88616
C 3.03557 -2.22895 -1.22583
C -1.25597 -1.77932 -6.05729
C 2.41606 -3.62507 -1.72182
C -1.08950 -1.51583 5.36895
C -4.98083 -1.93567 -4.41176
C 1.59471 -0.51346 -1.82606
C 2.87018 4.83425 6.48500
C -1.06443 -0.19717 -2.05665
C -0.11576 -1.11015 -5.14022
C -2.02001 -0.32280 3.38181
C 4.26818 4.54519 4.43553
C 3.23905 2.61666 5.48583
C -2.56116 -2.29070 -5.26929
C -3.81382 -1.25326 -5.33638
C 0.26696 -0.89942 -2.58274
C 0.27833 -1.94594 -3.81531
H 2.27882 4.26433 7.20361
H -1.61825 -0.94702 -6.78264
H -3.54964 -0.20276 -4.96624
H 3.38505 1.47218 2.78926
H 3.67623 5.34998 7.01331
H -5.53082 -2.71929 -5.04502
H 5.26610 4.10164 4.47710
H 1.37197 -2.30561 -3.92217
H 1.84360 0.44009 2.29780
H 0.19095 1.98391 0.61758
H -5.99605 -1.07070 -2.55558
H 3.82456 4.31898 3.46267
H -4.46896 -2.53154 -3.55644
H -1.59751 -2.34386 4.87266
H -4.26549 -1.17511 -6.39123
H -7.00673 -1.04049 -4.09602
H -2.40302 -2.51934 -4.16145
H 4.15197 -2.36288 -0.94324
H -0.80128 -2.59097 -6.74762
H 0.84810 -1.03757 -5.78383
H 4.34164 5.62607 4.56254
H -0.35209 -2.87974 -3.62626
H -0.02359 -1.73966 5.45925
H 1.26025 -3.52656 -1.69565
H -0.87226 1.72859 4.43082
H 2.77853 -3.92200 -2.76563
H -1.54752 -1.02243 2.68722
H -2.93002 -3.24051 -5.82478
H 2.60241 2.28104 6.31967
H -3.03656 -0.65780 3.60350
H -5.61553 0.23012 -3.82170
H 1.80877 2.27109 2.10547
H -1.50448 -1.37718 6.37036
H -2.06207 0.66545 2.92028
H 2.50442 -1.97027 -0.22832
H 2.70042 -4.41391 -0.92258
H 2.22641 5.56828 5.99357
H -0.36722 -0.02408 -4.82460
*
```

SMILES ... CCCCCCCc1c(OCC)c(S(C)(=O)=O)cc2nsnc12.CN(C)C=O.CN(C)C=O
E ... -2252.3425 hartree
Maximum force ... 0.1150 hartree/bohr
Gap between HOMO and LUMO ... 7.0 eV

These are the Löwdin partial charges, in e, on atoms 1 to 2: number 1, S, carries 0.721; number 2, S, carries 0.932

# 3
A structure of composition C2H5O3Si. Source: the OMol25 dataset; level of theory: ωB97M-V/def2-TZVPD.

Structure (ORCA input):
```
! RIJCOSX wB97M-V def2-TZVPD def2/J DEFGRID3
* xyz -1 1
Si 0.73251 -0.64384 -0.17325
O 1.74214 -1.77123 -0.30527
O 2.21205 1.44281 0.67842
O 1.16757 1.63480 -1.32851
C 1.45534 1.11595 -0.23604
C -1.21947 -1.03144 -0.60145
H -0.60437 1.28437 2.42505
H -1.60497 -1.86293 -0.03533
H -1.73604 -0.06451 -0.49534
H -1.21908 -1.16714 -1.65152
H -0.92566 1.06316 1.72324
*
```

Energy relative to the best compared isomer or geometry (same formula, charge and spin) ... 51.2 kcal per mole
E ... -594.4621 hartree
Maximum force ... 0.0569 hartree/bohr
Gap between HOMO and LUMO ... 7.7 eV

These are the natural (NBO) partial charges, in e, on atoms 1 to 2: number 1, Si, carries 1.711; number 2, O, carries -1.226

# 4
An isolated molecule of C4H9NO2. Source: the OMol25 dataset; level of theory: ωB97M-V/def2-TZVPD.

Structure (ORCA input):
```
! RIJCOSX wB97M-V def2-TZVPD def2/J DEFGRID3
* xyz 0 1
O 2.00973 -1.20594 0.45478
O -0.70315 -1.74449 1.44990
N 0.95699 0.50842 -0.58707
C -0.27218 0.34063 0.18791
C -0.73510 -1.18267 0.15412
C -1.18786 1.53177 -0.18708
C 1.98702 -0.34117 -0.40912
H 0.23287 -1.90715 1.65220
H -1.75748 -1.31257 -0.21222
H -0.08395 -1.78175 -0.50019
H 1.01581 1.22570 -1.29645
H -0.03143 0.47213 1.24861
H -1.21811 1.75296 -1.26329
H -0.79512 2.43863 0.29620
H 2.80154 -0.21468 -1.14296
H -2.21959 1.42020 0.15466
*
```

SMILES ... C[C@@H](CO)NC=O
Energy relative to the best compared isomer or geometry (same formula, charge and spin) ... 26.7 kcal per mole
E ... -363.0431 hartree
Maximum force ... 0.0103 hartree/bohr
Gap between HOMO and LUMO ... 10.6 eV

These are the natural (NBO) partial charges, in e, on atoms 1 to 2: number 1, O, carries -0.647; number 2, O, carries -0.726

# 5
A structure of composition C9H14INO8. Source: the OMol25 dataset; level of theory: ωB97M-V/def2-TZVPD.

Structure (ORCA input):
```
! RIJCOSX wB97M-V def2-TZVPD def2/J DEFGRID3
* xyz 0 1
I 1.83184 0.68330 -0.78381
O 0.89595 -4.10365 0.29923
O -1.45938 1.52572 1.57357
O -3.21372 0.12147 1.40104
O -3.52115 2.33639 1.68616
O 3.79430 3.42933 -1.30993
O -0.13713 -2.49437 -0.82287
O 2.83096 1.59730 -2.25487
O 1.36257 -1.94934 0.75876
N 5.08735 1.65991 -1.97900
C -0.16175 -4.74094 -0.43159
C -1.31681 2.95820 1.48635
C -1.89797 -3.68764 -1.99371
C 3.90288 2.32635 -1.78004
C -0.08889 3.42285 2.22224
C 0.76582 -2.77088 0.13611
C -2.64702 3.40876 2.05931
C -2.77410 1.21551 1.53874
C -0.47365 -3.71841 -1.50880
H -2.61554 3.47192 3.14986
H -0.09266 4.51070 2.29925
H -2.01552 -2.98247 -2.81413
H 4.99816 0.67058 -2.14917
H -1.00885 -4.88890 0.24198
H 0.18219 -5.69823 -0.81145
H -1.25329 3.21113 0.42441
H 5.82119 1.91099 -1.33249
H 0.81661 3.12070 1.69875
H -2.56424 -3.38609 -1.18557
H -0.06676 2.99584 3.22516
H 0.22579 -3.82066 -2.34298
H -3.01662 4.34218 1.64503
H -2.19057 -4.67759 -2.34553
*
```

Energy relative to the best compared isomer or geometry (same formula, charge and spin) ... 0.0 kcal per mole
E ... -1305.7443 hartree
Maximum force ... 0.0087 hartree/bohr
Gap between HOMO and LUMO ... 8.8 eV

These are the natural (NBO) partial charges, in e, on atoms 1 to 2: number 1, I, carries 0.489; number 2, O, carries -0.487

# 6
The ion C30H29N2O with charge +1. Source: the OMol25 dataset; level of theory: ωB97M-V/def2-TZVPD.

Structure (ORCA input):
```
! RIJCOSX wB97M-V def2-TZVPD def2/J DEFGRID3
* xyz 1 1
O 4.30336 0.11688 -1.66332
N 1.89062 0.18231 3.82908
N -1.40901 0.41352 0.29976
C 0.92999 1.27335 -1.01537
C -3.92953 -3.10970 -1.95231
C 2.93955 0.15433 -1.74777
C -1.75175 -2.43011 -1.07756
C -1.66939 1.97505 2.08569
C 3.39727 -1.12969 2.52549
C -4.40333 1.44720 -2.69602
C -2.68867 -3.43508 -1.38993
C -1.83889 2.52302 -2.17635
C 3.26775 -0.29519 3.80127
C -2.86727 3.33278 -2.68967
C 2.15879 -0.83707 -2.37679
C -2.14635 1.21614 -1.83310
C -3.34688 -0.79246 -1.89453
C -0.61496 -0.34761 1.11839
C 0.16152 0.19252 -1.47318
C -0.12959 0.15868 2.31376
C -3.38889 0.65131 -2.16503
C 0.77238 -0.81492 -2.21955
C -4.28832 -1.77936 -2.17141
C -4.14705 2.80576 -2.91666
C 1.44883 0.54111 5.15305
C -2.07138 1.46253 0.86149
C 5.05914 -0.61286 -2.65429
C 1.01563 -0.60955 2.96705
C -2.08168 -1.11978 -1.36683
C -0.64717 1.36499 2.80476
C -1.31258 0.17376 -1.11289
C 1.97734 -1.28200 1.95801
C 2.31015 1.21576 -1.05436
H 1.67483 -2.32747 1.82839
H -4.93911 3.45346 -3.29157
H -0.22955 1.81126 3.70422
H 3.95623 0.56155 3.80519
H -0.29872 -1.31224 0.71020
H 3.84650 -2.10295 2.73859
H 2.93408 1.96723 -0.57005
H 6.05615 -0.16709 -2.60840
H 1.71001 -0.22192 5.91556
H 0.45936 2.15438 -0.57989
H 0.55275 -1.41733 3.57981
H -2.66328 4.37919 -2.91824
H -2.42807 -4.47312 -1.18866
H 3.51076 -0.90159 4.69456
H -0.82672 2.90493 -2.07013
H -4.62863 -3.90593 -2.20183
H -2.15785 2.88183 2.43109
H 1.93678 -0.77969 0.98346
H 0.16689 -1.60306 -2.66501
H -2.86547 1.93116 0.27939
H -5.26127 -1.48566 -2.56365
H -5.36170 0.98094 -2.92971
H 4.63644 -0.50427 -3.66317
H 0.37076 0.71156 5.18975
H 1.96183 1.46801 5.45131
H 4.04109 -0.60888 1.81053
H 5.09916 -1.67408 -2.37791
H 2.64039 -1.63805 -2.93896
H -0.79334 -2.68779 -0.62574
*
```

SMILES ... COc1ccc(C2([n+]3cccc([C@H]4CCCN4C)c3)c3ccccc3-c3ccccc32)cc1
Energy relative to the best compared isomer or geometry (same formula, charge and spin) ... 25.3 kcal per mole
E ... -1345.0915 hartree
Maximum force ... 0.0781 hartree/bohr
Gap between HOMO and LUMO ... 7.3 eV

These are the natural (NBO) partial charges, in e, on atoms 1 to 2: number 1, O, carries -0.499; number 2, N, carries -0.452